# C5H6NO2

An isolated ion of composition C5H6NO2 and charge +1 at a distorted geometry (the ωB97M-V functional and the def2-TZVPD basis, the OMol25 dataset).

Structure (XYZ):
```
14
Properties=species:S:1:pos:R:3:forces:R:3
C -2.18353 0.75133 0.09824 -4.75 0.89 -0.62
C -0.65951 -1.32182 0.03804 -0.47 0.71 -0.33
C 0.79740 -1.23148 0.11763 -0.58 1.30 1.63
C 1.21577 0.19323 -0.25347 3.33 -1.02 2.43
C 0.24218 1.25613 0.09429 -0.88 1.30 2.66
N -1.00966 0.45344 0.13024 1.60 0.03 -0.17
O -3.33697 0.89021 0.01228 2.54 -0.22 0.39
O -1.55597 -1.98412 -0.20440 -0.17 -0.28 0.30
H 1.12353 -1.54309 1.13655 -0.26 0.16 -0.65
H 1.08077 -1.93771 -0.58995 1.08 -1.43 -1.19
H 2.22692 0.30270 0.24544 -1.14 0.39 -0.51
H 1.43165 0.28326 -1.26603 0.21 -0.24 -1.95
H 0.28533 1.85911 1.09757 0.40 -1.64 -1.57
H 0.34211 2.02880 -0.65642 -0.91 0.04 -0.42
```
Positions in Å, forces in eV/Å.

Calculated values
SMILES string: O=C=[N+]1CCCC1=O
Gap between HOMO and LUMO, Eh: 0.421
Maximum force, eV Å⁻¹: 4.87
Total energy, eV: -10858.744
HOMO level, eV: -16.188
Total charge: +1
LUMO energy, eV: -4.7209

Atomic partial charges in e from the natural (NBO) method, atoms 1 to 5:
1 C 0.970
2 C 0.852
3 C -0.539
4 C -0.425
5 C -0.210